Entry 1:
{"formula": "H8IP7", "method": "wB97M-V/def2-TZVPD", "e_homo_ev": [-7.89, -7.88], "mol_weight_g_mol": 351.8, "largest_force_ev_per_a": 2.28, "lumo_energy_ev": [-3.02, -3.03], "homo_lumo_gap_ev": [4.87, 4.86], "de_lowest_kj_mol": 59.8, "elements": ["H", "P", "P", "H", "P", "H", "P", "H", "H", "P", "P", "P", "H", "I", "H", "H"], "coordinates": [[-3.223, 0.550, 1.991], [2.825, 0.760, 0.173], [0.294, -1.401, 0.831], [-1.517, 0.849, 2.645], [2.939, -2.390, -0.819], [-2.390, 2.087, 0.243], [1.545, -0.809, -0.766], [3.321, 1.155, -1.159], [1.564, 1.631, 0.408], [-2.211, -0.297, 2.316], [-1.389, -0.288, 0.319], [-1.023, 1.810, -0.148], [-1.361, 1.784, -1.561], [-4.538, 0.075, -0.968], [3.202, -2.179, -2.149], [1.962, -3.337, -1.357]]}


Entry 2:
{"formula": "C15H27BNSW", "method": "wB97M-V/def2-TZVPD", "e_homo_ev": [-19.76, -20.22], "mol_weight_g_mol": 448.1, "largest_force_ev_per_a": 4.98, "s_squared": 2.089, "lumo_energy_ev": [-13.86, -13.49], "charge": 3, "homo_lumo_gap_ev": [5.89, 6.72], "multiplicity": 3, "elements": ["H", "H", "H", "H", "H", "C", "C", "C", "H", "S", "H", "C", "B", "C", "C", "C", "H", "H", "H", "H", "C", "H", "H", "H", "C", "H", "C", "C", "N", "H", "C", "C", "W", "H", "H", "H", "H", "H", "H", "C", "H", "H", "C", "H", "H", "H"], "coordinates": [[-14.608, 8.141, -0.027], [-13.830, 7.466, 3.800], [-11.891, 2.255, 0.133], [-18.048, 3.545, 2.471], [-11.045, 7.389, -1.840], [-13.476, 3.400, 2.910], [-12.043, 5.822, -0.676], [-13.368, 2.688, 1.659], [-15.681, 5.398, 4.624], [-15.327, 6.920, 1.975], [-11.230, 2.749, 1.692], [-14.740, 3.968, 3.313], [-10.979, 6.166, -1.688], [-16.816, 3.459, 0.096], [-14.827, 4.707, 4.619], [-14.400, 1.915, -0.548], [-17.408, 2.536, 0.006], [-13.709, 1.071, -0.497], [-16.153, 7.285, -0.279], [-16.377, 3.685, -0.892], [-14.504, 2.607, 0.774], [-11.735, 2.537, 3.731], [-9.901, 6.027, -1.155], [-17.360, 3.994, 4.039], [-15.916, 3.750, 2.505], [-13.884, 5.256, 4.787], [-17.261, 4.144, 2.967], [-12.023, 2.154, 1.226], [-12.932, 5.716, 0.092], [-17.497, 4.273, 0.347], [-15.560, 7.882, 0.432], [-12.326, 3.448, 3.835], [-14.158, 4.928, 1.261], [-13.277, 8.174, 2.215], [-11.659, 4.310, 3.657], [-16.127, 8.781, 0.658], [-14.056, 2.589, -1.382], [-14.972, 4.014, 5.482], [-12.684, 3.477, 4.874], [-14.130, 7.972, 2.869], [-17.518, 5.195, 2.752], [-14.593, 8.934, 3.095], [-15.741, 3.285, 1.142], [-15.376, 1.481, -0.833], [-11.889, 1.084, 1.497], [-11.234, 5.645, -2.701]]}


Entry 3:
{"formula": "C27H28N3O2PW", "method": "wB97M-V/def2-TZVPD", "e_homo_ev": [-20.30, -20.26], "mol_weight_g_mol": 641.4, "largest_force_ev_per_a": 13.62, "s_squared": 2.026, "lumo_energy_ev": [-15.11, -15.81], "charge": 4, "homo_lumo_gap_ev": [5.18, 4.45], "multiplicity": 3, "de_lowest_kj_mol": 0.0, "elements": ["H", "H", "C", "H", "H", "C", "C", "C", "H", "H", "C", "C", "H", "H", "H", "C", "H", "C", "O", "C", "H", "H", "H", "C", "N", "N", "H", "H", "H", "H", "O", "C", "C", "C", "H", "C", "W", "H", "H", "N", "C", "H", "C", "C", "C", "H", "P", "C", "H", "H", "C", "C", "C", "H", "C", "H", "H", "C", "C", "C", "C", "H"], "coordinates": [[1.508, 2.755, 0.856], [0.954, -6.392, 0.753], [-1.735, -1.810, 1.968], [-3.231, 1.110, -0.604], [-2.055, 0.275, -6.652], [-1.367, 1.901, 2.561], [-1.250, -0.572, -4.938], [-0.852, 3.138, 0.544], [2.606, 1.575, -0.422], [1.562, -1.276, 3.963], [-2.896, 0.286, 0.038], [-1.035, 4.330, 1.244], [-1.850, 3.066, 4.308], [2.573, 2.469, -2.728], [-2.281, -3.207, 3.518], [-2.124, -0.658, -6.075], [1.136, -6.146, 2.557], [2.925, 1.890, 2.153], [-1.548, -2.315, -1.808], [0.625, -1.433, 3.425], [2.251, -0.885, -0.008], [-1.824, -1.513, -6.696], [1.177, -0.052, 1.878], [0.704, -5.760, 1.616], [-0.502, -0.516, -4.050], [3.331, 0.999, 2.788], [-3.254, -0.658, -0.389], [3.211, 3.362, 0.654], [-2.638, -1.999, 1.385], [-3.165, -0.794, -5.759], [-1.678, 2.325, -2.934], [1.213, -4.405, 1.380], [-1.026, 1.911, 1.200], [-1.568, 3.094, 3.255], [-1.497, 0.948, 3.073], [2.448, 3.027, 1.375], [0.713, 0.218, -2.222], [2.305, 0.902, -4.660], [-0.223, -2.801, 4.871], [1.661, -3.358, 1.150], [2.112, -0.844, -3.404], [2.038, -1.519, -4.240], [0.405, -0.731, 2.244], [2.101, -1.347, -2.094], [-0.811, 1.673, -2.470], [-0.876, 5.275, 0.726], [-1.074, 0.368, 0.180], [-0.740, -1.467, -1.700], [-0.388, -5.758, 1.689], [2.203, 3.885, 2.021], [2.271, -0.470, -1.010], [-0.355, -2.303, 3.908], [2.413, 1.409, -2.554], [-1.610, 5.239, 3.117], [2.442, 0.900, -1.249], [-3.326, 0.427, 1.043], [-0.577, 3.154, -0.515], [-0.805, -0.848, 1.550], [-1.420, 4.309, 2.587], [-1.518, -2.512, 3.160], [2.250, 0.534, -3.642], [1.959, -2.406, -1.915]]}


Entry 4:
{"formula": "C30H40ClN7O3S", "method": "wB97M-V/def2-TZVPD", "e_homo_ev": -7.07, "mol_weight_g_mol": 614.2, "largest_force_ev_per_a": 0.83, "smiles": "COc1cc(N2CCC(N3CCN(C)CC3)CC2)ccc1Nc1ncc(Cl)c(Nc2ccccc2S(=O)(=O)C(C)C)n1", "lumo_energy_ev": 0.49, "homo_lumo_gap_ev": 7.56, "de_lowest_kj_mol": 9.3, "elements": ["H", "H", "S", "C", "H", "C", "C", "Cl", "C", "C", "H", "H", "C", "H", "H", "C", "N", "H", "H", "N", "H", "H", "C", "C", "H", "N", "O", "C", "O", "H", "H", "C", "H", "H", "C", "H", "H", "C", "C", "N", "H", "H", "H", "C", "H", "C", "H", "C", "H", "H", "C", "C", "H", "H", "H", "H", "N", "H", "C", "C", "C", "C", "C", "O", "H", "H", "H", "C", "C", "H", "H", "H", "N", "C", "C", "C", "H", "C", "H", "H", "H", "N"], "coordinates": [[3.965, -1.960, 2.978], [0.754, -7.433, -5.863], [-3.556, 3.964, -1.774], [2.226, -0.347, 0.587], [3.494, -2.191, -2.948], [3.700, -3.929, -1.659], [3.181, -1.206, 1.131], [-4.331, 3.880, 2.822], [-2.710, 2.380, -1.670], [-1.593, 5.195, -0.300], [2.561, -4.043, 0.155], [2.983, -8.166, -3.132], [-1.650, 0.594, -2.871], [0.474, -5.550, -3.465], [1.803, -3.512, -3.555], [2.480, -7.203, -3.019], [2.826, -4.878, -2.352], [-1.364, 0.135, -3.804], [5.542, -3.375, 0.344], [4.151, -1.845, 0.369], [4.069, -0.516, -1.229], [-1.039, 4.264, -0.187], [3.233, -1.577, 5.349], [1.325, 0.157, 2.767], [0.955, -5.183, -5.144], [1.970, -6.789, -4.310], [2.268, -0.784, 4.705], [4.496, -3.224, 0.639], [-4.162, 4.070, -3.073], [2.161, -0.187, -0.476], [-2.825, 6.184, -1.771], [3.475, -6.169, -2.509], [0.192, -7.962, -4.260], [4.247, -1.218, 5.149], [3.352, -2.458, -1.900], [3.867, -6.499, -1.546], [-2.643, 2.276, -3.781], [-2.907, 2.919, 3.059], [1.327, -5.498, -4.166], [-1.236, 2.044, 4.490], [-0.594, 5.885, -2.876], [-3.564, 3.071, 0.611], [3.023, -1.487, 6.414], [3.204, -1.345, 2.527], [1.624, -8.713, -5.003], [-2.256, 5.260, -1.658], [4.316, -6.103, -3.224], [-1.707, 0.568, -0.463], [-0.751, 4.134, -2.701], [-0.795, -0.943, -1.648], [-1.305, 5.063, -2.818], [2.325, -4.465, -3.650], [-1.868, 5.021, -3.747], [-1.479, 0.088, 0.473], [4.410, -3.439, 1.702], [3.883, -5.210, 0.089], [-1.175, 1.567, 2.163], [5.308, -1.768, -1.324], [1.082, -7.776, -4.882], [3.599, -4.185, -0.148], [4.266, -1.572, -1.044], [1.329, 0.328, 1.394], [-2.398, 1.784, -0.443], [-4.433, 4.104, -0.629], [3.139, -4.359, -4.389], [0.692, 0.717, 4.619], [1.667, -7.314, -2.279], [-2.288, 2.263, 1.973], [-2.332, 2.755, 4.305], [0.608, 0.995, 0.954], [3.153, -2.628, 5.053], [4.751, -4.080, -1.978], [-2.814, 2.385, 0.725], [-2.350, 1.787, -2.866], [-0.682, 1.488, 3.402], [-1.331, -0.006, -1.660], [-2.342, 5.259, 0.485], [2.298, -0.690, 3.335], [-0.896, 6.022, -0.178], [-2.763, 3.210, 5.186], [2.311, -2.283, -1.624], [0.451, 0.800, 3.640]]}


Entry 5:
{"formula": "C20H60O10", "method": "wB97M-V/def2-TZVPD", "e_homo_ev": -9.53, "mol_weight_g_mol": 460.7, "largest_force_ev_per_a": 3.14, "smiles": "CCO.CCO.CCO.CCO.CCO.CCO.CCO.CCO.CCO.CCO", "lumo_energy_ev": 0.30, "homo_lumo_gap_ev": 9.83, "de_lowest_kj_mol": 227.6, "elements": ["H", "H", "O", "H", "O", "H", "O", "O", "H", "H", "H", "H", "H", "C", "H", "C", "H", "C", "H", "C", "H", "O", "C", "H", "H", "H", "H", "H", "C", "H", "H", "H", "H", "H", "H", "H", "H", "H", "H", "H", "C", "C", "C", "C", "H", "H", "H", "H", "H", "H", "C", "H", "C", "H", "C", "H", "C", "H", "H", "H", "H", "C", "H", "H", "H", "O", "C", "O", "H", "H", "H", "C", "H", "O", "C", "C", "H", "H", "H", "H", "H", "H", "H", "H", "C", "H", "H", "O", "H", "O"], "coordinates": [[11.345, 5.806, 11.569], [19.121, 12.728, 8.890], [18.201, 7.745, 11.578], [18.649, 13.885, 10.131], [8.681, 9.385, 10.785], [8.478, 10.580, 12.491], [15.216, 12.254, 13.513], [16.031, 13.653, 9.518], [12.321, 12.801, 13.898], [10.743, 5.505, 5.431], [10.767, 10.614, 5.559], [7.332, 10.884, 11.204], [8.020, 8.751, 11.084], [9.281, 11.777, 10.918], [8.348, 10.014, 6.274], [10.072, 11.255, 6.111], [16.140, 8.581, 9.943], [14.543, 10.478, 5.128], [9.412, 9.739, 7.590], [11.103, 5.907, 6.373], [14.742, 13.344, 11.832], [15.144, 6.002, 6.631], [13.008, 11.446, 9.393], [11.722, 5.208, 6.866], [14.811, 10.037, 4.206], [13.511, 10.211, 5.289], [15.264, 11.435, 13.012], [14.529, 14.078, 13.437], [15.259, 4.796, 8.743], [10.303, 11.631, 11.280], [13.684, 6.093, 7.951], [15.207, 10.542, 7.143], [13.316, 7.567, 11.741], [12.241, 13.494, 12.266], [13.027, 12.219, 7.604], [17.434, 9.360, 12.634], [10.989, 7.856, 5.497], [15.253, 13.192, 9.150], [16.083, 5.793, 6.567], [14.590, 11.570, 4.935], [8.980, 10.513, 6.961], [17.485, 8.986, 11.614], [15.426, 9.966, 6.273], [16.123, 8.788, 10.972], [15.085, 6.946, 8.563], [12.069, 7.777, 6.891], [8.924, 12.749, 11.299], [14.847, 4.749, 9.764], [13.672, 11.484, 10.238], [11.234, 6.396, 9.223], [18.330, 13.012, 9.572], [11.840, 9.762, 9.947], [11.373, 6.783, 11.095], [18.027, 9.770, 11.019], [12.827, 12.799, 12.897], [17.367, 9.534, 6.430], [14.762, 6.042, 8.036], [11.766, 10.142, 8.187], [15.023, 3.900, 8.264], [18.893, 7.829, 12.241], [13.632, 6.697, 5.566], [11.757, 7.259, 5.981], [16.346, 4.949, 8.938], [17.291, 14.160, 7.976], [12.625, 11.800, 12.551], [12.858, 7.092, 5.116], [14.318, 13.182, 12.886], [16.831, 10.186, 5.985], [15.456, 8.015, 11.364], [12.156, 12.116, 9.659], [10.225, 6.115, 7.069], [12.397, 10.097, 9.076], [9.377, 11.812, 9.826], [11.982, 6.684, 9.773], [8.381, 10.643, 11.389], [12.263, 7.679, 11.936], [9.541, 11.837, 5.364], [10.362, 7.166, 11.061], [15.495, 9.689, 10.888], [18.235, 12.158, 10.229], [10.341, 12.676, 7.332], [13.060, 9.270, 8.785], [12.218, 7.494, 13.028], [8.346, 11.191, 7.526], [17.087, 13.290, 8.672], [16.902, 12.334, 8.056], [15.148, 8.942, 6.502], [10.925, 12.099, 6.828], [11.978, 8.691, 11.700], [13.726, 12.102, 8.264]]}